Entry 1:
C32H43BrFeN2P2 as an isolated structure in a non-equilibrium geometry. Source: the OMol25 dataset; level of theory: ωB97M-V/def2-TZVPD.

```
81
C32H43BrFeN2P2 ωB97M-V/def2-TZVPD
Br 2.09 -2.42 -2.60
Fe 1.24 -1.11 -0.77
P 0.20 0.90 0.82
P 1.57 0.90 -2.54
N 1.94 -1.34 1.10
N -6.77 2.13 1.27
C -6.45 1.16 2.11
C 2.65 -5.40 4.54
C 2.21 -3.23 2.82
C -5.46 0.22 1.81
C -1.86 2.96 1.07
C 3.67 0.07 -4.23
C 0.22 -2.78 -1.74
C 2.47 -4.11 5.08
C -2.19 -2.50 -0.61
C 1.63 1.81 1.58
C 0.49 0.55 -3.99
C 2.33 -4.55 2.30
C 2.75 3.41 -3.07
C -4.00 -0.81 0.18
C 3.34 0.40 -2.78
C -5.16 1.33 -0.30
C -0.73 0.24 2.29
C -4.83 0.28 0.57
C -0.86 -3.12 -2.55
C 2.04 -2.12 1.99
C 1.61 2.72 -2.32
C 0.54 1.57 -5.13
C -3.39 -1.83 -0.18
C 2.25 -3.03 4.22
C -2.12 -3.00 -1.91
C -0.78 1.13 3.53
C -0.91 2.23 0.13
C -1.06 -2.54 0.24
C 0.17 -2.95 -0.33
C 2.58 -5.63 3.16
C -6.15 2.23 0.10
C 1.40 3.20 2.16
H 3.85 0.97 -4.83
H -1.33 2.07 3.36
H 0.95 -3.45 0.23
H -5.21 -0.57 2.51
H 2.81 4.45 -2.76
H -4.65 1.42 -1.25
H -1.49 1.70 -0.65
H 0.96 3.90 1.44
H 2.59 3.40 -4.16
H 0.30 2.59 -4.80
H -0.25 2.94 -0.39
H -1.73 0.00 1.92
H -6.99 1.08 3.06
H 2.87 -6.23 5.21
H 2.88 -0.52 -4.72
H 1.69 2.89 -1.24
H -1.09 -2.26 1.29
H -3.02 -3.28 -2.44
H -0.53 0.52 -3.57
H 2.37 3.60 2.47
H 3.48 -0.50 -2.15
H -0.19 1.30 -5.89
H -2.63 2.29 1.49
H 2.03 1.12 2.35
H -6.43 3.04 -0.56
H 0.76 3.18 3.06
H 3.99 1.16 -2.36
H 2.11 -2.01 4.60
H 0.63 3.12 -2.62
H 2.40 1.86 0.79
H -2.38 3.74 0.49
H 0.22 1.37 3.91
H 4.59 -0.54 -4.25
H 3.72 2.94 -2.87
H 2.51 -3.93 6.16
H 0.69 -0.47 -4.33
H -1.31 0.58 4.32
H 2.24 -4.72 1.22
H -1.34 3.48 1.88
H 1.52 1.59 -5.62
H -0.73 -3.44 -3.60
H 2.73 -6.63 2.74
H -0.25 -0.71 2.54
```

Its energy above the lowest of the compared OMol25 structures with the same formula, charge and spin is 0.000 eV. Its spin multiplicity is 5. The frontier orbital gap (alpha / beta) is 7.1458 / 6.8628 eV. The calculation puts the lowest unoccupied orbital energy (alpha / beta) at -6.186 / -6.977 eV. The calculated total energy comes out at -5874.4202 hartree. As for the charge: +2.

Mulliken atomic charge list, values in e, 4 entries:
1 Br -0.134
2 Fe 0.139
3 P 0.866
4 P 0.807

=====

Entry 2:
C32H43N6O4PS3W as an isolated structure in a non-equilibrium geometry. Source: the OMol25 dataset; level of theory: ωB97M-V/def2-TZVPD.

```
90
C32H43N6O4PS3W ωB97M-V/def2-TZVPD
W -0.24 -0.37 -0.61
S -0.80 0.34 -2.93
S -0.78 -2.49 -1.67
S 2.54 -0.97 -0.20
P -0.42 -1.59 -3.46
O 3.29 -0.07 0.62
O 1.26 -1.54 0.39
O 1.06 -1.88 -3.78
O -1.35 -2.17 -4.52
N 1.68 -0.11 -1.36
N 0.72 1.65 -0.46
N 2.71 2.06 -1.67
N 5.91 -5.03 -2.53
N -1.91 0.85 -0.14
N -1.21 -1.27 1.05
C -1.08 -0.16 1.81
C -2.28 2.07 1.88
C -0.38 -1.47 3.71
C 0.05 -1.57 5.16
C 2.56 3.36 -1.38
C -1.64 -1.83 -5.95
C -0.62 -0.22 3.11
C -2.37 -0.53 -6.07
C 0.90 -2.83 5.38
C 1.72 -0.16 -5.44
C 5.63 -2.82 -1.67
C 0.54 2.96 -0.20
C 4.83 -1.87 -1.11
C -0.98 -2.47 1.60
C 3.47 -2.17 -0.84
C -2.67 1.73 -0.82
C 1.48 3.85 -0.65
C 5.11 -4.10 -1.99
C -1.25 -1.67 5.99
C -1.75 1.01 1.18
C -3.74 4.17 1.90
C -3.52 4.13 3.41
C -5.24 4.19 1.59
C -3.09 2.99 1.21
C 1.84 -1.59 -5.00
C -3.08 5.44 1.32
C 0.84 -0.33 5.58
C -3.29 2.77 -0.17
C 2.94 -3.44 -1.17
C -0.64 -2.60 2.93
C 3.75 -4.38 -1.73
C 1.78 1.30 -1.18
H 2.35 -0.01 -6.32
H 5.58 -5.97 -2.69
H 2.85 -1.84 -4.71
H 0.70 0.11 -5.73
H 1.39 4.91 -0.44
H 2.06 0.53 -4.67
H 1.68 -0.13 4.91
H -1.77 0.32 -5.74
H -1.88 -0.80 5.85
H -2.23 -2.68 -6.28
H 3.36 -5.37 -1.95
H -3.53 6.32 1.79
H 0.34 -3.75 5.24
H -0.34 3.25 0.36
H -1.08 -3.34 0.95
H 6.67 -2.60 -1.86
H 1.78 -2.85 4.73
H -2.61 -0.37 -7.12
H -5.73 3.27 1.93
H -0.53 -3.59 3.34
H -4.04 4.98 3.86
H -3.24 5.53 0.25
H 5.24 -0.91 -0.84
H 1.90 -3.67 -0.96
H -2.01 5.47 1.53
H 3.33 4.03 -1.74
H -3.93 3.43 -0.74
H -5.70 5.02 2.12
H 6.89 -4.86 -2.65
H 1.51 -2.30 -5.75
H -0.98 -1.74 7.04
H 0.22 0.56 5.66
H -2.47 4.22 3.68
H -3.94 3.23 3.86
H -0.48 0.70 3.67
H 1.25 -2.83 6.41
H 1.25 -0.50 6.58
H -5.45 4.32 0.53
H -1.82 -2.56 5.73
H -2.11 2.14 2.95
H -2.79 1.56 -1.88
H -0.68 -1.85 -6.47
H -3.31 -0.55 -5.52
```

Its energy above the lowest of the compared OMol25 structures with the same formula, charge and spin is 1.462 eV. Its spin multiplicity is 2. The frontier orbital gap (alpha / beta) is 5.1853 / 5.2620 eV. The calculation puts the lowest unoccupied orbital energy (alpha / beta) at -10.266 / -10.195 eV. The calculated total energy comes out at -3476.9399 hartree. As for the charge: +3.

Mulliken atomic charge list, values in e, 4 entries:
1 W 1.333
2 S -0.387
3 S -0.589
4 S 1.258

=====

Entry 3:
C32H44BKN4O2P2S3 as an isolated structure in a non-equilibrium geometry. Source: the OMol25 dataset; level of theory: ωB97M-V/def2-TZVPD.

```
89
C32H44BKN4O2P2S3 ωB97M-V/def2-TZVPD
K -0.72 0.21 -0.25
S -3.70 0.86 -1.09
S -3.27 -1.45 2.07
S -1.56 -1.82 4.42
P -0.47 3.31 -0.38
P -1.89 1.98 2.06
O 1.50 0.56 0.50
O -4.65 1.99 -0.78
N -0.08 1.30 -2.59
N -1.16 -1.13 -4.53
N -0.59 -2.11 2.02
N -0.54 -2.21 0.64
C 0.83 -2.25 -1.32
C -3.30 1.06 -2.82
C 1.85 3.25 -6.53
C -3.12 1.88 3.43
C 3.86 -1.05 2.77
C 1.19 1.73 -4.80
C 3.18 -0.06 2.07
C 2.14 -0.36 1.14
C -0.37 1.53 3.00
C 0.70 -3.39 5.00
C -1.70 -1.82 2.61
C 2.08 -4.89 6.31
C -0.50 -1.77 -5.25
C 1.17 3.00 -5.36
C 0.49 1.48 -3.57
C 0.64 -2.11 0.16
C 3.55 -2.40 2.59
C 1.65 -5.97 5.56
C -4.69 -0.61 -1.32
C 0.97 4.17 -1.14
C -1.85 4.24 -1.19
C 1.61 -3.61 6.03
C 0.28 -4.48 4.24
C 2.55 0.94 -6.60
C 0.75 -5.76 4.52
C -1.69 3.83 2.07
C 2.55 2.22 -7.16
C 1.88 0.69 -5.42
C 0.23 -2.00 4.68
C 2.53 -2.72 1.70
C -0.46 4.22 1.24
C 1.83 -1.75 1.00
B 0.38 -2.64 -6.26
H 1.84 4.24 -6.97
H 1.06 3.88 -2.19
H 0.69 -1.67 3.75
H -2.76 0.19 -3.21
H -0.41 -4.31 3.42
H -2.59 4.26 1.62
H 0.72 -3.66 -5.69
H -1.85 5.30 -0.90
H -2.64 1.93 -2.90
H 1.41 -1.40 -1.70
H -4.92 -1.01 -0.33
H -4.23 1.24 -3.36
H -0.25 2.19 3.87
H 2.80 -5.04 7.12
H 1.36 -2.00 -6.59
H 0.62 3.79 -4.86
H 0.45 3.91 1.76
H -0.12 -2.31 -1.85
H 4.07 -3.17 3.14
H 1.95 -2.77 6.62
H -4.11 -1.35 -1.88
H 0.50 -1.30 5.48
H -2.73 2.34 4.34
H 3.07 0.13 -7.10
H 0.51 1.58 2.35
H 2.01 -6.97 5.78
H -1.73 4.17 -2.28
H 1.41 -3.16 -1.54
H 0.42 -6.59 3.91
H -4.04 2.38 3.13
H -2.82 3.80 -0.93
H 2.24 -3.76 1.58
H 4.63 -0.76 3.47
H 3.07 2.40 -8.08
H 1.85 -0.30 -5.00
H -0.29 -2.90 -7.24
H -3.34 0.83 3.62
H 1.87 3.83 -0.63
H -0.48 0.50 3.34
H 0.89 5.26 -1.07
H -1.62 4.20 3.09
H -0.40 5.30 1.06
H 3.42 0.99 2.23
H -5.59 -0.31 -1.85
```

Its energy above the lowest of the compared OMol25 structures with the same formula, charge and spin is 0.242 eV. Its spin multiplicity is 1. The frontier orbital gap is 5.8830 eV. The calculation puts the lowest unoccupied orbital energy at 3.766 eV. The calculated total energy comes out at -4117.4005 hartree. As for the charge: -2.

Mulliken atomic charge list, values in e, 4 entries:
1 K 0.765
2 S 0.991
3 S -0.395
4 S -0.252

=====

Entry 4:
C32H44CaN9O5S2 as an isolated structure in a non-equilibrium geometry. Source: the OMol25 dataset; level of theory: ωB97M-V/def2-TZVPD.

```
93
C32H44CaN9O5S2 ωB97M-V/def2-TZVPD
Ca -0.17 0.30 -0.58
S 1.09 1.71 -2.96
S -1.27 -1.72 -2.53
O 0.05 -2.13 -1.89
O 2.38 1.34 -2.41
O -3.35 0.28 -3.08
O 0.10 0.62 -2.74
O 0.54 2.97 -2.47
N -1.67 3.66 -0.46
N 1.61 1.83 0.47
N -1.62 1.28 1.76
N -2.33 1.66 -1.51
N 0.98 -0.77 1.41
N -1.53 -1.53 0.53
N -2.55 3.62 -2.63
N 3.22 -2.49 -1.24
N 3.13 -2.92 -3.40
C -1.86 -2.71 -4.98
C -1.16 1.20 3.02
C -2.94 1.47 1.60
C 1.86 3.13 0.25
C -0.74 -2.50 1.00
C 0.64 -0.55 2.83
C 2.62 1.07 0.91
C 3.09 3.72 0.45
C 3.31 -4.13 -2.77
C 4.14 2.92 0.89
C -2.28 5.00 -2.95
C 3.89 1.58 1.13
C -3.42 -2.98 0.74
C -2.30 -3.19 -2.67
C 3.08 -1.97 -2.43
C 1.26 1.88 -4.70
C -0.99 -1.64 -4.33
C -3.83 1.60 2.64
C 0.74 -2.19 1.09
C -2.15 2.98 -1.52
C 0.30 0.88 3.24
C 3.37 -3.85 -1.44
C 2.38 -0.41 1.14
C -2.00 1.32 4.12
C -1.92 -3.86 -3.98
C -2.59 -3.98 1.24
C -2.84 -1.78 0.39
C -3.35 1.53 3.94
C -3.06 2.63 -3.55
C -2.95 1.36 -2.71
C -1.24 -3.74 1.36
C 2.96 -2.70 -4.82
H 1.04 3.72 -0.12
H 1.21 -2.85 1.83
H -1.19 -0.63 -4.67
H 0.32 1.59 -5.18
H 3.03 -0.74 1.96
H 1.47 -0.92 3.44
H -1.20 4.53 -0.63
H 1.20 -2.42 0.13
H -4.01 1.63 4.79
H -2.64 -4.63 -4.26
H -2.49 5.65 -2.10
H -0.57 -4.50 1.74
H -3.44 -0.97 -0.02
H -3.29 1.52 0.58
H 2.10 -3.25 -5.19
H 1.49 2.92 -4.91
H -1.46 -3.01 -5.95
H -3.01 -4.94 1.52
H 2.81 -1.64 -4.99
H -0.22 -1.18 3.06
H 0.52 0.99 4.30
H 0.92 1.60 2.70
H 3.23 4.77 0.24
H -2.86 -2.31 -5.14
H 3.85 -3.02 -5.37
H -2.10 -3.77 -1.77
H -0.94 -4.34 -3.88
H -4.48 -3.13 0.62
H -1.31 3.11 0.30
H 3.51 -4.54 -0.63
H -4.88 1.75 2.44
H -2.93 5.31 -3.76
H -4.10 2.81 -3.82
H 0.08 -1.85 -4.41
H 4.68 0.92 1.49
H 3.38 -5.05 -3.32
H 5.13 3.33 1.04
H 2.93 -0.93 -2.65
H -1.58 1.26 5.11
H 2.72 -0.95 0.25
H -1.24 5.14 -3.27
H -3.33 -2.84 -2.67
H -2.46 2.54 -4.45
H 2.07 1.24 -5.04
```

Its energy above the lowest of the compared OMol25 structures with the same formula, charge and spin is 0.502 eV. Its spin multiplicity is 1. The frontier orbital gap is 8.8254 eV. The calculation puts the lowest unoccupied orbital energy at -1.696 eV. The calculated total energy comes out at -3588.8315 hartree. As for the charge: +1.

Mulliken atomic charge list, values in e, 4 entries:
1 Ca 2.203
2 S 1.582
3 S 1.290
4 O -0.647

=====

Entry 5:
C32H44N4OsP2Si as an isolated structure in a non-equilibrium geometry. Source: the OMol25 dataset; level of theory: ωB97M-V/def2-TZVPD.

```
84
C32H44N4OsP2Si ωB97M-V/def2-TZVPD
Os -0.20 -1.60 -4.19
P 1.53 -1.40 -5.58
P -2.03 -0.78 -5.22
Si -0.04 -0.89 0.75
N 2.28 -2.64 -6.79
N -2.10 0.73 -6.32
N -3.60 -1.37 -5.96
N 2.80 -0.28 -5.55
C -4.77 -2.70 -7.40
C -3.74 -2.67 -6.47
C 2.53 -2.43 -8.15
C 1.15 -2.95 -3.34
C -1.77 0.81 -7.67
C -4.60 -0.59 -6.57
C -0.39 -0.99 -2.35
C -0.52 4.07 -3.59
C 1.54 3.39 -1.30
C -0.86 -1.69 -6.36
C 3.97 -0.50 -4.80
C 1.48 0.11 1.20
C 3.01 -4.59 -7.67
C 4.97 0.33 -5.29
C -1.65 3.08 -3.31
C 2.56 -3.96 -6.52
C 1.63 3.01 -2.75
C 0.33 -0.84 -6.79
C 0.18 3.83 -0.72
C 4.41 1.08 -6.38
C -1.66 -0.25 1.48
C 0.76 3.31 -3.72
C -1.77 2.61 -1.88
C 2.99 -3.62 -8.72
C -0.97 2.88 -0.84
C -5.30 -1.37 -7.48
C 3.09 0.68 -6.53
C -0.25 -0.87 -1.10
C -2.56 2.83 -7.05
C -2.70 1.94 -5.99
C -1.91 2.12 -8.11
C 0.14 -2.58 1.61
H 2.34 -0.34 0.68
H 3.95 -1.19 -3.97
H -1.51 2.18 -3.94
H 1.94 2.55 -0.72
H -1.22 2.41 0.12
H -2.48 -0.73 0.93
H 2.54 2.46 -3.00
H -2.91 3.86 -7.08
H -1.77 -0.50 2.54
H 1.71 0.10 2.27
H -4.73 0.45 -6.31
H 2.40 -4.35 -5.52
H -2.63 1.94 -1.73
H -6.08 -1.01 -8.15
H 3.28 -3.75 -9.75
H -0.56 -3.30 1.18
H -0.07 -2.50 2.69
H -1.60 2.49 -9.08
H 2.32 1.00 -7.21
H 1.56 -2.33 -2.53
H 0.60 -1.03 -7.83
H -0.07 4.83 -1.08
H -1.73 0.83 1.35
H -3.08 -3.46 -6.13
H -5.10 -3.57 -7.96
H 4.92 1.81 -6.99
H -2.61 3.52 -3.64
H 3.33 -5.62 -7.75
H 0.35 3.94 0.37
H 0.45 -3.68 -2.90
H 1.95 -3.45 -3.89
H 5.98 0.40 -4.91
H -0.49 4.85 -2.84
H 1.16 -2.97 1.50
H 0.98 3.00 -4.74
H -1.45 -2.19 -7.12
H -0.46 -2.59 -5.66
H 2.35 -1.47 -8.62
H 2.22 4.24 -1.11
H -3.24 2.05 -5.06
H -1.40 -0.06 -8.20
H 1.40 1.15 0.88
H 0.21 0.24 -6.63
H -0.73 4.56 -4.55
```

Its energy above the lowest of the compared OMol25 structures with the same formula, charge and spin is 0.000 eV. Its spin multiplicity is 5. The frontier orbital gap (alpha / beta) is 6.1001 / 2.6770 eV. The calculation puts the lowest unoccupied orbital energy (alpha / beta) at -6.856 / -10.263 eV. The calculated total energy comes out at -2526.6639 hartree. As for the charge: +2.

Mulliken atomic charge list, values in e, 4 entries:
1 Os 0.945
2 P -0.353
3 P -0.270
4 Si -0.017